Density functional theory data (the ωB97M-V functional and the def2-TZVPD basis) for a structure of composition C19H13Cl5F5N3O2PdTe.

Structure (XYZ):
```
49
Properties=species:S:1:pos:R:3:forces:R:3
Pd 2.708 -0.546 2.049 -0.587 -0.495 0.321
Cl 4.483 -1.546 -0.996 -0.030 -0.071 -0.034
C 4.747 -0.067 -0.291 -0.028 0.082 0.103
C 3.883 0.370 0.760 0.123 0.237 -0.003
C 4.098 1.614 1.265 -0.101 0.056 0.244
Cl 3.033 2.035 2.579 0.151 0.373 0.058
C 5.172 2.445 0.894 0.021 -0.164 -0.253
Cl 5.436 3.897 1.659 -0.004 0.046 0.020
C 6.049 1.984 -0.147 -0.018 -0.006 0.020
Cl 7.333 2.970 -0.630 0.009 0.005 -0.014
C 5.834 0.754 -0.733 -0.047 -0.008 0.027
Cl 6.848 0.199 -1.973 0.005 0.006 0.000
C -3.780 -0.283 -5.089 0.012 0.007 0.004
C -3.911 0.089 -3.659 -0.002 -0.008 -0.020
C -5.071 -0.235 -2.919 -0.014 -0.010 -0.018
C -5.186 0.118 -1.610 0.009 0.008 0.004
C -4.122 0.817 -0.958 0.030 0.035 0.004
N -4.302 1.148 0.330 0.115 -0.023 -0.069
C -3.521 2.024 1.183 -0.002 0.013 0.018
O -4.084 2.950 1.684 -0.014 0.021 0.002
N -2.198 1.740 1.375 -0.086 -0.055 -0.117
C -1.479 0.528 1.265 -0.010 -0.028 -0.017
C -2.059 -0.735 1.235 -0.058 -0.017 -0.005
C -1.239 -1.845 1.163 0.011 -0.007 -0.004
C 0.135 -1.684 1.188 -0.034 0.011 -0.017
N 0.684 -0.468 1.262 0.446 0.060 -0.013
C -0.093 0.614 1.272 0.003 0.023 0.023
C -2.946 1.150 -1.698 -0.104 -0.032 0.103
C -2.862 0.793 -3.007 -0.002 -0.006 -0.014
H -4.684 -0.737 -5.484 -0.006 -0.001 0.002
H -2.951 -0.987 -5.214 -0.002 0.001 0.004
H -3.527 0.595 -5.689 -0.004 0.001 0.004
H -5.880 -0.762 -3.408 0.003 0.000 -0.001
H -6.081 -0.120 -1.048 0.002 -0.004 0.000
H -5.248 1.064 0.689 -0.023 0.003 0.021
H -1.768 2.455 1.944 0.027 0.072 0.026
H -3.130 -0.863 1.302 0.031 0.008 -0.008
H -1.656 -2.841 1.144 0.005 0.006 -0.011
H 0.814 -2.524 1.185 -0.004 0.017 0.020
H 0.399 1.578 1.333 0.012 -0.011 -0.010
H -2.156 1.714 -1.228 0.051 0.023 0.056
H -1.985 1.062 -3.582 -0.001 -0.001 0.003
F 1.823 -1.445 3.572 0.171 0.147 -0.243
Te 3.640 -3.221 3.099 0.045 -0.157 -0.280
F 3.715 -4.881 2.269 0.016 -0.035 0.088
F 4.362 -1.066 3.177 -0.219 0.179 -0.140
F 5.529 -3.334 2.969 0.032 -0.013 0.071
F 2.155 -4.008 4.013 0.021 -0.005 0.100
O 3.040 -2.510 1.501 0.049 -0.280 -0.056
```
Forces are in eV/Å.

The calculation puts the electronic energy at -4242.03174 a.u. The spin multiplicity is 5. The calculation puts the max |F| at 0.83 eV Å⁻¹. Its total charge is +2. For the relative energy (zero: lowest compared OMol25 entry of this formula, charge and spin), the calculation gives 36.1 kcal per mole.